<a>
The following is a DFT calculation (wB97M-V/def2-TZVPD) of C3H3ClOS in the gas phase.

Results
- gap between HOMO and LUMO (hartree) = 0.3253
- HOMO level (eV) = -8.83

ORCA input file:
```
! wB97M-V def2-TZVPD RIJCOSX def2/J DEFGRID3
* xyz 0 1
C -1.021 0.218 0.514
C -0.184 -0.390 -0.609
C 0.324 0.701 0.212
O 2.076 -1.543 -0.451
S 0.935 -1.294 0.396
Cl 1.098 2.234 -0.044
H -1.987 0.827 0.218
H -1.128 -0.349 1.471
H -0.113 -0.404 -1.708
*
```

<b>
The following is a DFT calculation (wB97M-V/def2-TZVPD) of C3H3ClOS in the gas phase.

Results
- gap between HOMO and LUMO (alpha / beta) (hartree) = 0.1908 / 0.1930
- HOMO level (alpha / beta) (eV) = -8.65 / -8.65

ORCA input file:
```
! wB97M-V def2-TZVPD RIJCOSX def2/J DEFGRID3
* xyz 0 1
C -1.282 0.463 0.161
C 1.195 -0.068 0.116
C -0.184 -0.299 -0.417
O -1.162 1.269 1.076
S 2.231 -1.314 -0.463
Cl -2.841 0.120 -0.507
H 1.596 1.021 0.071
H 0.806 -0.128 1.102
H -0.359 -1.064 -1.138
*
```

Short version: <a>, <b>, most stable first.